[1]
The following is a DFT calculation (ωB97M-V/def2-TZVPD) of C32H37AsNO2PS2Se2Si2W as an isolated structure.

Values from the calculation:
<S²>: 2.025
2S+1: 3
Highest occupied orbital energy (alpha / beta) (eV): -7.4 / -7.5
Energy (hartree): -10269.4095
HOMO-LUMO gap (alpha / beta) (eV): 6.611 / 5.616
F_max (eV/A): 0.7
Energy above the lowest of the compared OMol25 structures with the same formula, charge and spin (kcal/mol): 3.77
LUMO (alpha / beta) (eV): -0.741 / -1.850

Element x y z (Å)
W  -0.697  -0.569  0.209
Se  0.380  -2.060  1.534
P  0.543  1.546  1.092
Se  -2.424  0.268  1.438
C  1.081  2.932  0.090
C  0.345  3.326  -1.033
C  0.823  4.348  -1.842
C  2.028  4.969  -1.557
C  2.763  4.583  -0.441
C  2.293  3.574  0.380
C  0.414  2.104  2.782
C  0.272  1.142  3.789
C  0.153  1.528  5.112
C  0.166  2.876  5.448
C  0.299  3.838  4.456
C  0.424  3.460  3.130
H  -0.602  2.856  -1.263
H  0.239  4.660  -2.700
H  2.395  5.761  -2.198
H  3.702  5.070  -0.212
H  2.867  3.274  1.249
H  0.249  0.091  3.527
H  0.045  0.776  5.882
H  0.067  3.177  6.483
H  0.294  4.889  4.714
H  0.507  4.216  2.361
O  -2.542  1.943  -2.416
C  -2.261  0.814  -2.064
O  -1.121  0.557  -1.468
C  -3.144  -0.352  -2.396
C  -4.311  -0.047  -3.098
C  -5.156  -1.037  -3.561
C  -4.823  -2.367  -3.337
C  -3.675  -2.685  -2.639
C  -2.826  -1.692  -2.141
S  -1.459  -2.334  -1.200
H  -4.522  0.998  -3.276
H  -6.058  -0.778  -4.099
H  -5.464  -3.159  -3.703
H  -3.419  -3.722  -2.455
C  2.726  -1.582  -4.265
Si  1.661  -0.145  -3.699
C  -0.062  -0.268  -4.388
C  2.461  1.504  -4.111
As  1.552  -0.335  -1.344
Si  3.766  -0.583  -0.568
C  3.790  -0.139  1.249
C  4.229  -2.380  -0.807
C  4.918  0.543  -1.530
H  2.824  -1.581  -5.353
H  2.288  -2.534  -3.958
H  3.729  -1.521  -3.839
H  -0.040  -0.388  -5.475
H  -0.635  0.632  -4.160
H  -0.587  -1.124  -3.959
H  3.061  1.433  -5.022
H  3.114  1.843  -3.305
H  1.697  2.268  -4.259
H  3.038  -0.721  1.785
H  3.580  0.921  1.408
H  4.766  -0.355  1.691
H  3.615  -3.020  -0.171
H  5.280  -2.539  -0.548
H  4.084  -2.699  -1.840
H  4.653  1.593  -1.392
H  4.882  0.323  -2.599
H  5.949  0.403  -1.194
S  -4.672  -5.030  2.461
C  -3.754  -4.000  1.398
N  -3.031  -3.095  1.948
C  -3.155  -3.159  3.328
C  -2.500  -2.316  4.230
C  -2.720  -2.493  5.577
C  -3.583  -3.495  6.047
C  -4.236  -4.335  5.169
C  -4.012  -4.156  3.804
H  -3.817  -4.140  0.327
H  -1.841  -1.543  3.856
H  -2.223  -1.845  6.288
H  -3.740  -3.611  7.111
H  -4.902  -5.109  5.528


[2]
The following is a DFT calculation (ωB97M-V/def2-TZVPD) of C30H48P2RhTe as an isolated structure.

Values from the calculation:
<S²>: 6.025
2S+1: 5
Charge: +1
Highest occupied orbital energy (alpha / beta) (eV): -7.0 / -9.1
Energy (hartree): -2232.7564
HOMO-LUMO gap (alpha / beta) (eV): 4.142 / 2.162
F_max (eV/A): 3.4
Energy above the lowest of the compared OMol25 structures with the same formula, charge and spin (kcal/mol): 0.00
LUMO (alpha / beta) (eV): -2.852 / -6.912

Element x y z (Å)
Rh  0.645  0.413  1.456
C  1.008  0.291  3.635
C  2.123  0.898  2.981
C  0.245  2.175  2.511
C  -0.161  1.061  3.330
C  1.660  2.083  2.328
C  1.080  -0.878  4.567
H  2.004  -1.446  4.413
H  0.213  -1.541  4.410
H  1.081  -0.554  5.621
C  -1.530  0.883  3.897
H  -1.882  -0.147  3.678
H  -2.237  1.615  3.467
H  -1.508  0.999  5.001
C  -0.620  3.336  2.144
H  -0.618  4.070  2.960
H  -1.660  3.024  1.995
H  -0.244  3.831  1.247
C  2.530  3.124  1.706
H  2.882  3.830  2.474
H  1.971  3.698  0.959
H  3.422  2.670  1.253
C  3.552  0.449  3.056
H  4.096  1.038  3.809
H  4.064  0.578  2.095
H  3.622  -0.606  3.345
C  -0.610  -1.286  0.664
C  0.494  -1.901  1.283
C  1.781  -2.307  0.636
C  2.169  -1.440  -0.575
C  1.973  0.052  -0.352
C  0.860  0.821  -0.745
C  -0.377  0.249  -1.397
C  -0.806  -1.123  -0.831
H  1.739  -3.369  0.348
H  1.660  -1.793  -1.490
H  2.583  -2.226  1.394
H  -0.341  -1.952  -1.384
H  -1.529  -1.242  1.266
H  0.310  -2.364  2.264
H  -1.884  -1.218  -1.005
H  -1.204  0.962  -1.232
H  0.995  1.909  -0.843
H  -0.248  0.189  -2.491
H  3.249  -1.598  -0.752
H  2.903  0.601  -0.128
P  -0.653  -0.347  -5.225
P  -0.480  2.341  -6.591
C  -0.776  -0.397  -7.105
C  -1.140  0.963  -7.676
H  -1.534  -1.135  -7.394
H  0.195  -0.736  -7.488
H  -0.746  1.083  -8.694
H  -2.228  1.108  -7.693
C  -1.279  3.711  -7.547
H  -0.896  4.665  -7.167
H  -2.358  3.668  -7.362
H  -1.078  3.618  -8.623
C  1.169  2.423  -7.435
H  1.035  2.383  -8.527
H  1.793  1.586  -7.097
H  1.654  3.363  -7.142
C  -2.210  -1.294  -4.944
H  -2.301  -1.535  -3.877
H  -2.205  -2.212  -5.549
H  -3.058  -0.659  -5.236
C  0.609  -1.674  -5.062
H  1.569  -1.264  -5.408
H  0.338  -2.552  -5.670
H  0.706  -1.956  -4.003
Te  -2.290  -2.768  3.778
C  -2.250  -2.705  5.835
C  -3.151  -1.865  6.539
C  -3.017  -1.742  7.926
C  -1.997  -2.442  8.596
C  -1.151  -3.325  7.907
C  -1.260  -3.452  6.514
H  -3.890  -1.326  5.943
H  -3.703  -1.100  8.481
H  -1.862  -2.294  9.670
H  -0.405  -3.913  8.447
H  -0.602  -4.078  5.910


[3]
The following is a DFT calculation (ωB97M-V/def2-TZVPD) of one molecule with the formula C21H21BrN4O3.

Values from the calculation:
2S+1: 1
Highest occupied orbital energy (eV): -7.1
Energy (hartree): -3830.8170
HOMO-LUMO gap (eV): 7.379
F_max (eV/A): 18.5
Energy above the lowest of the compared OMol25 structures with the same formula, charge and spin (kcal/mol): 526.19
LUMO (eV): 0.240

Element x y z (Å)
C  -4.139  -3.802  0.185
C  -4.178  -2.346  0.499
O  -3.827  -1.359  -0.569
C  -2.634  -1.076  -0.730
C  -1.589  -1.795  -0.199
C  -0.357  -1.280  -0.209
C  0.789  -2.001  0.462
N  2.021  -1.277  0.273
N  2.887  -2.054  1.120
C  4.310  -1.688  0.951
O  5.165  -2.117  1.428
C  4.456  -0.518  -0.149
N  5.392  -0.485  -0.995
N  5.312  0.533  -1.623
C  6.152  0.972  -2.719
C  4.427  1.429  -1.003
C  3.926  0.985  0.061
Br  2.649  1.450  1.073
C  -0.157  -0.294  -1.008
C  -1.148  0.443  -1.943
C  -2.498  0.044  -1.694
O  -3.326  0.671  -2.326
C  -4.802  0.872  -1.989
C  -5.186  1.142  -0.688
C  -6.257  0.432  -0.143
C  -6.582  1.027  1.312
C  -5.740  1.678  1.912
C  -4.610  2.101  1.615
C  -4.183  1.655  0.232
H  -3.028  -4.193  -0.107
H  -4.493  -4.346  0.814
H  -4.935  -3.938  -0.724
H  -3.596  -2.177  1.393
H  -5.300  -2.221  0.754
H  -1.883  -2.361  0.581
H  0.470  -2.762  1.191
H  2.663  -2.832  1.680
H  6.652  0.165  -2.821
H  5.646  1.070  -3.456
H  6.690  1.846  -2.295
H  4.298  2.522  -1.065
H  1.027  0.181  -1.362
H  -0.975  1.401  -2.761
H  -5.168  -0.198  -2.187
H  -5.246  1.458  -2.521
H  -7.074  0.112  -0.468
H  -7.583  0.592  1.607
H  -6.008  1.987  3.179
H  -3.750  2.833  2.014
H  -3.328  2.116  -0.164


[4]
The following is a DFT calculation (ωB97M-V/def2-TZVPD) of an isolated ion of composition C22H32N7OS and charge +1.

Values from the calculation:
2S+1: 1
Charge: +1
Highest occupied orbital energy (eV): -10.6
Energy (hartree): -1714.0150
HOMO-LUMO gap (eV): 8.477
F_max (eV/A): 1.6
Energy above the lowest of the compared OMol25 structures with the same formula, charge and spin (kcal/mol): 0.06
LUMO (eV): -2.159

Element x y z (Å)
C  -1.666  -3.809  1.575
C  -1.345  -4.396  0.205
C  -1.595  -3.458  -0.977
C  -0.677  -2.224  -1.021
C  -1.324  -1.025  -0.324
C  -2.450  -0.499  -1.141
N  -2.445  -0.326  -2.444
N  -3.619  0.192  -2.760
N  -4.341  0.352  -1.736
N  -3.651  -0.067  -0.673
C  -4.111  0.112  0.670
C  -3.779  1.531  1.159
C  -4.545  2.636  0.402
C  -3.449  3.603  -0.066
C  -2.272  3.212  0.822
O  -2.382  1.798  0.973
N  -0.381  0.124  -0.077
C  0.572  -0.112  1.032
C  1.339  1.184  1.311
N  2.018  1.640  0.122
C  3.286  1.161  -0.085
N  3.938  0.503  0.799
C  5.216  0.228  0.385
C  6.180  -0.454  1.117
C  7.424  -0.656  0.553
C  7.718  -0.192  -0.726
C  6.774  0.488  -1.473
C  5.530  0.692  -0.908
S  4.147  1.511  -1.595
C  1.125  1.844  -0.989
C  0.350  0.558  -1.292
H  -2.677  -3.403  1.595
H  -0.956  -3.034  1.859
H  -1.610  -4.590  2.328
H  -1.964  -5.282  0.057
H  -0.303  -4.722  0.188
H  -1.433  -4.029  -1.891
H  -2.641  -3.142  -0.983
H  -0.493  -1.962  -2.062
H  0.270  -2.476  -0.543
H  -1.700  -1.327  0.658
H  -5.194  -0.019  0.686
H  -3.647  -0.637  1.316
H  -3.999  1.575  2.234
H  -5.250  3.127  1.068
H  -5.095  2.227  -0.445
H  -3.206  3.431  -1.115
H  -3.725  4.645  0.060
H  -2.348  3.687  1.807
H  -1.297  3.437  0.390
H  -1.003  0.904  0.235
H  0.023  -0.423  1.922
H  1.277  -0.894  0.747
H  2.090  1.008  2.081
H  0.650  1.966  1.645
H  5.944  -0.805  2.108
H  8.182  -1.180  1.113
H  8.699  -0.362  -1.143
H  6.998  0.851  -2.463
H  1.694  2.144  -1.870
H  0.435  2.656  -0.737
H  1.054  -0.228  -1.570
H  -0.359  0.701  -2.111


[5]
The following is a DFT calculation (ωB97M-V/def2-TZVPD) of an isolated ion of composition C6H10NS and charge +1.

Values from the calculation:
<S²>: 2.018
2S+1: 3
Charge: +1
Highest occupied orbital energy (alpha / beta) (eV): -8.4 / -13.1
Energy (hartree): -687.0544
HOMO-LUMO gap (alpha / beta) (eV): 4.753 / 5.734
F_max (eV/A): 3.5
Energy above the lowest of the compared OMol25 structures with the same formula, charge and spin (kcal/mol): 41.59
LUMO (alpha / beta) (eV): -3.655 / -7.378

Element x y z (Å)
C  -1.760  -0.006  -1.034
C  -2.352  -0.394  0.245
C  -0.592  0.568  -1.310
C  -1.863  -1.209  1.167
C  0.474  0.997  -0.390
C  1.507  0.231  -0.054
N  2.623  0.751  0.771
S  1.747  -1.474  -0.455
H  -2.431  -0.181  -1.869
H  -3.358  -0.012  0.368
H  -0.371  0.829  -2.340
H  -2.437  -1.473  2.037
H  0.450  2.037  -0.083
H  -0.889  -1.661  1.081
H  3.025  -0.024  1.321
H  2.299  1.491  1.412
H  3.369  1.141  0.174
H  0.559  -1.609  -1.042


[6]
The following is a DFT calculation (ωB97M-V/def2-TZVPD) of C16H25CsF14N6O3PS2 as an isolated structure.

Values from the calculation:
2S+1: 1
Charge: +1
Highest occupied orbital energy (eV): -8.6
Energy (hartree): -3734.3480
HOMO-LUMO gap (eV): 4.273
F_max (eV/A): 6.3
LUMO (eV): -4.303

Element x y z (Å)
C  -3.153  -1.346  0.847
C  -2.228  -1.891  -0.373
O  -2.626  -2.970  -0.836
N  -1.197  -0.972  -0.844
C  -1.798  -0.499  -2.109
C  0.210  -1.308  -0.773
N  1.234  -0.560  -1.480
C  1.210  0.361  -2.557
C  1.519  1.926  -2.169
C  0.255  2.880  -2.155
F  -0.684  2.632  -3.197
F  0.787  4.186  -2.485
C  -0.434  3.094  -0.723
F  -1.041  1.937  -0.202
F  0.650  3.362  0.174
C  -1.377  4.403  -0.624
F  -1.905  4.825  -1.853
F  -0.461  5.468  -0.268
C  -2.431  4.370  0.585
F  -1.919  3.769  1.755
F  -2.615  5.780  0.982
S  -4.134  3.720  0.224
F  -4.699  4.528  1.599
F  -4.552  4.999  -0.739
F  -3.658  2.759  -1.025
F  -3.818  2.422  1.251
F  -5.671  3.132  0.029
P  0.428  -3.107  -1.530
C  2.222  -3.343  -2.135
O  -0.516  -3.304  -2.940
C  0.799  -1.279  0.797
C  2.012  -2.243  1.048
C  2.725  -2.320  2.476
N  2.732  -3.742  2.999
N  4.207  -1.999  2.301
N  2.173  -1.511  3.575
N  1.071  0.217  0.917
C  2.247  0.555  1.195
S  3.847  1.031  1.048
O  -0.202  -1.444  1.798
C  -0.494  -2.719  2.297
F  -0.634  -3.797  1.374
H  -3.362  -2.151  1.616
H  -2.572  -0.496  1.361
H  -4.103  -0.848  0.435
H  -1.305  -0.865  -3.074
H  -1.814  0.651  -2.211
H  -2.905  -0.793  -2.229
H  2.205  -0.737  -1.226
H  2.133  0.111  -3.218
H  0.380  0.402  -3.326
H  2.210  2.362  -2.983
H  2.150  1.953  -1.219
H  2.196  -4.291  -2.790
H  2.926  -3.592  -1.274
H  2.583  -2.494  -2.802
H  0.061  -3.442  -3.720
H  2.879  -2.077  0.305
H  1.735  -3.349  0.857
H  3.270  -3.755  3.885
H  3.208  -4.333  2.307
H  4.777  -2.757  2.710
H  4.469  -1.162  2.832
H  2.582  -0.580  3.671
H  2.110  -2.005  4.469
H  0.198  -3.114  3.128
H  -1.520  -2.641  2.819
Cs  -2.573  8.003  1.418


What did the first record say?
The following is a DFT calculation (ωB97M-V/def2-TZVPD) of C32H37AsNO2PS2Se2Si2W as an isolated structure.

Values from the calculation:
<S²>: 2.025
2S+1: 3
Highest occupied orbital energy (alpha / beta) (eV): -7.4 / -7.5
Energy (hartree): -10269.4095
HOMO-LUMO gap (alpha / beta) (eV): 6.611 / 5.616
F_max (eV/A): 0.7
Energy above the lowest of the compared OMol25 structures with the same formula, charge and spin (kcal/mol): 3.77
LUMO (alpha / beta) (eV): -0.741 / -1.850

Element x y z (Å)
W  -0.697  -0.569  0.209
Se  0.380  -2.060  1.534
P  0.543  1.546  1.092
Se  -2.424  0.268  1.438
C  1.081  2.932  0.090
C  0.345  3.326  -1.033
C  0.823  4.348  -1.842
C  2.028  4.969  -1.557
C  2.763  4.583  -0.441
C  2.293  3.574  0.380
C  0.414  2.104  2.782
C  0.272  1.142  3.789
C  0.153  1.528  5.112
C  0.166  2.876  5.448
C  0.299  3.838  4.456
C  0.424  3.460  3.130
H  -0.602  2.856  -1.263
H  0.239  4.660  -2.700
H  2.395  5.761  -2.198
H  3.702  5.070  -0.212
H  2.867  3.274  1.249
H  0.249  0.091  3.527
H  0.045  0.776  5.882
H  0.067  3.177  6.483
H  0.294  4.889  4.714
H  0.507  4.216  2.361
O  -2.542  1.943  -2.416
C  -2.261  0.814  -2.064
O  -1.121  0.557  -1.468
C  -3.144  -0.352  -2.396
C  -4.311  -0.047  -3.098
C  -5.156  -1.037  -3.561
C  -4.823  -2.367  -3.337
C  -3.675  -2.685  -2.639
C  -2.826  -1.692  -2.141
S  -1.459  -2.334  -1.200
H  -4.522  0.998  -3.276
H  -6.058  -0.778  -4.099
H  -5.464  -3.159  -3.703
H  -3.419  -3.722  -2.455
C  2.726  -1.582  -4.265
Si  1.661  -0.145  -3.699
C  -0.062  -0.268  -4.388
C  2.461  1.504  -4.111
As  1.552  -0.335  -1.344
Si  3.766  -0.583  -0.568
C  3.790  -0.139  1.249
C  4.229  -2.380  -0.807
C  4.918  0.543  -1.530
H  2.824  -1.581  -5.353
H  2.288  -2.534  -3.958
H  3.729  -1.521  -3.839
H  -0.040  -0.388  -5.475
H  -0.635  0.632  -4.160
H  -0.587  -1.124  -3.959
H  3.061  1.433  -5.022
H  3.114  1.843  -3.305
H  1.697  2.268  -4.259
H  3.038  -0.721  1.785
H  3.580  0.921  1.408
H  4.766  -0.355  1.691
H  3.615  -3.020  -0.171
H  5.280  -2.539  -0.548
H  4.084  -2.699  -1.840
H  4.653  1.593  -1.392
H  4.882  0.323  -2.599
H  5.949  0.403  -1.194
S  -4.672  -5.030  2.461
C  -3.754  -4.000  1.398
N  -3.031  -3.095  1.948
C  -3.155  -3.159  3.328
C  -2.500  -2.316  4.230
C  -2.720  -2.493  5.577
C  -3.583  -3.495  6.047
C  -4.236  -4.335  5.169
C  -4.012  -4.156  3.804
H  -3.817  -4.140  0.327
H  -1.841  -1.543  3.856
H  -2.223  -1.845  6.288
H  -3.740  -3.611  7.111
H  -4.902  -5.109  5.528